Molecular formula: C10H19ClMnNOs
Method: DFT, the ωB97M-V functional and the def2-TZVPD basis

Geometry as XYZ:
```
33
Properties=species:S:1:pos:R:3:nbo_charge:R:1
Mn -0.0469 -0.8791 -2.4086 1.22
Cl 0.6596 1.7596 -1.4560 -0.52
C -0.9950 -0.3823 -4.0730 -1.00
C 1.4696 -1.0492 -3.8068 -1.03
H -0.7738 -1.0899 -4.8832 0.21
H -2.0449 -0.4577 -3.7487 0.19
H -0.6982 0.6488 -4.3131 0.23
H 1.1163 -1.6807 -4.6520 0.20
H 2.3342 -1.5487 -3.3347 0.20
H 1.7497 -0.0307 -4.1516 0.22
Os -0.1467 -0.1251 -0.3057 0.54
C -2.0592 0.4938 -0.2980 -0.88
C -0.7520 -1.7821 0.3046 -0.81
H -2.5636 0.3064 -1.2865 0.21
H -2.6624 0.0735 0.5187 0.20
H -1.9738 1.5837 -0.1388 0.22
H -0.1583 -2.3856 1.0183 0.19
H -1.8179 -2.0870 0.2318 0.20
C -1.8638 0.9891 2.9173 -0.68
C -0.3835 0.9320 2.7903 0.36
C 0.5848 1.1030 3.8207 -0.27
C 1.8466 0.7794 3.2777 -0.23
C 1.6389 0.4011 1.9266 0.34
C 2.5636 -0.1804 0.9361 -0.66
N 0.3011 0.5203 1.6541 -0.59
H -2.1293 1.3926 3.9092 0.23
H -2.3048 -0.0234 2.8358 0.26
H -2.3442 1.6360 2.1673 0.26
H 0.3004 1.3875 4.8303 0.23
H 2.8033 0.7525 3.7607 0.23
H 3.3181 0.5357 0.5610 0.27
H 3.0784 -1.0661 1.3486 0.25
H 1.9539 -0.5269 0.0480 0.20
```

## Properties
- multiplicity = 9
- LUMO energy (spin up / spin down) (eV) = 0.13 / -2.70
- frontier orbital gap (spin up / spin down) (eV) = 5.731 / 5.343
- HOMO (spin up / spin down) (hartree) = -0.2060 / -0.2955
- ΔE to the lowest compared entry with this formula, charge and spin (eV) = 0.709
- E_tot (eV) = -58469.5744